Below is a cluster of 2 separate species, C2H7O2 in total, with properties calculated with wB97M-V/def2-TZVPD.

The geometry in XYZ format:
```
11
Properties=species:S:1:pos:R:3:nbo_charge:R:1
C 0.334 -0.653 0.487 -0.0092
O -0.821 -1.227 0.117 -0.9477
C 1.103 0.027 -0.659 -0.6439
H 1.032 -1.392 0.940 0.0827
H 0.214 0.159 1.260 0.0502
H 2.042 0.468 -0.303 0.1609
H 0.466 0.774 -1.133 0.1954
H 1.376 -0.703 -1.425 0.1777
H -1.845 0.149 -0.116 0.5115
H -1.669 1.333 0.783 0.4460
O -2.231 1.064 0.049 -1.0234
```

**LUMO energy**: 4.75 eV
**Molar mass**: 63.1 g/mol
**Net charge**: -1
**Highest occupied orbital energy**: -2.8 eV

Below is a cluster of 2 separate species, C2NO2 in total at a distorted geometry, with properties calculated with wB97M-V/def2-TZVPD.

The geometry in XYZ format:
```
5
Properties=species:S:1:pos:R:3:nbo_charge:R:1
C -1.399 0.103 -0.023 0.3564
C 0.672 0.216 -0.009 0.8482
N -2.449 -0.223 0.012 -0.1529
O 1.374 -0.821 -0.076 -0.0246
O 1.801 0.725 0.095 -0.0271
```

**LUMO energy**: -10.33 eV
**Molar mass**: 70.0 g/mol
**Net charge**: +1
**Highest occupied orbital energy**: -19.6 eV

Below is the molecule C4H5NOS2 at a distorted geometry, with properties calculated with wB97M-V/def2-TZVPD.

The geometry in XYZ format:
```
13
Properties=species:S:1:pos:R:3:nbo_charge:R:1
C 1.483 1.141 1.590 -0.5972
C -0.328 -1.886 0.203 0.4144
C -1.042 0.365 -0.335 -0.2752
C 0.235 0.927 -0.878 -0.4814
N -1.151 -1.049 -0.186 -0.5004
O 0.894 -1.527 0.540 -0.7587
S 1.453 -0.384 1.931 0.7508
S 0.931 2.179 0.421 0.3900
H -0.353 -3.000 0.084 0.1648
H -1.269 0.817 0.577 0.2134
H -1.840 0.542 -1.039 0.2146
H 1.057 0.329 -1.276 0.2499
H -0.071 1.547 -1.631 0.2149
```

**LUMO energy**: -0.16 eV
**Molar mass**: 147.2 g/mol
**Net charge**: 0
**Highest occupied orbital energy**: -9.1 eV

Below is a cluster of 2 separate species, C4H10O4PS in total at a distorted geometry, with properties calculated with wB97M-V/def2-TZVPD.

The geometry in XYZ format:
```
20
Properties=species:S:1:pos:R:3:nbo_charge:R:1
C -1.074 0.401 2.417 -0.6234
C 0.663 -0.050 -2.533 -0.6202
C 0.153 0.514 1.520 -0.7325
C 1.211 0.033 -1.111 -0.7292
O 2.404 -1.499 1.154 -1.0012
O -2.372 0.609 -1.028 -0.4707
O 0.433 -2.567 2.158 -1.0019
O 1.217 -3.248 -0.076 -0.9984
P -0.072 -0.592 0.063 0.7616
S 1.151 -2.222 0.945 2.2069
H -1.958 0.664 1.840 0.2195
H -1.179 -0.624 2.767 0.2289
H -0.996 1.064 3.279 0.1914
H 1.356 0.386 -3.253 0.1903
H 0.481 -1.088 -2.800 0.2082
H -0.291 0.478 -2.576 0.2321
H 1.060 0.193 2.041 0.2580
H 0.274 1.543 1.171 0.2096
H 1.458 1.068 -0.860 0.2115
H 2.102 -0.587 -0.986 0.2595
```

**LUMO energy (alpha / beta)**: 1.18 / 2.85 eV
**Molar mass**: 185.2 g/mol
**Net charge**: -1
**Highest occupied orbital energy (alpha / beta)**: -5.4 / -5.1 eV

Below is the molecule C5H3ClN4O2 at a distorted geometry, with properties calculated with wB97M-V/def2-TZVPD.

The geometry in XYZ format:
```
15
Properties=species:S:1:pos:R:3:nbo_charge:R:1
N 0.890 1.910 -2.046 -0.2464
C 0.875 1.563 -0.980 0.2345
C 0.853 0.921 0.303 -0.0212
N -0.358 1.424 0.962 -0.3827
C -1.486 0.965 0.681 0.1179
C -1.647 -0.247 -0.177 -0.1234
Cl -3.330 -0.587 -0.622 0.0262
C -0.570 -0.956 -0.489 -0.0204
N 0.706 -0.578 -0.033 -0.2743
N 1.571 -1.507 0.353 0.6727
O 1.383 -2.607 0.071 -0.3581
O 2.486 -1.071 0.983 -0.4182
H 1.646 1.254 1.129 0.3197
H -2.403 1.345 1.075 0.2094
H -0.616 -1.828 -1.210 0.2643
```

**LUMO energy**: -0.81 eV
**Molar mass**: 186.6 g/mol
**Structure (SMILES)**: N#C[C@H]1N=CC(Cl)=CN1[N+](=O)[O-]
**Net charge**: 0
**Highest occupied orbital energy**: -10.1 eV

Below is a structure of composition C48H60N3OOsP2Si3, with properties calculated with wB97M-V/def2-TZVPD.

The geometry in XYZ format:
```
118
Properties=species:S:1:pos:R:3:mulliken_spin:R:1
Os 0.440 -0.376 0.190 3.1035
C -1.596 -4.729 0.240 0.0082
Si -2.514 -3.232 0.889 0.0218
C -2.585 -3.233 2.767 -0.0032
C -4.294 -3.397 0.303 0.0120
N -1.765 -1.762 0.316 0.0187
P -2.526 -0.437 -0.086 0.0813
C -1.170 0.605 -0.462 0.3589
P -0.614 2.187 -0.029 -0.0566
N 0.710 1.579 0.737 0.0812
Si 1.974 2.239 1.793 -0.0473
C 1.249 2.477 3.502 0.0050
C 3.366 0.996 1.879 0.0355
C 2.618 3.851 1.061 0.0081
C -0.148 3.150 -1.485 0.0112
C 0.929 2.722 -2.256 -0.0536
C 1.275 3.404 -3.408 -0.0019
C 0.538 4.510 -3.811 0.0016
C -0.547 4.930 -3.059 0.0012
C -0.889 4.256 -1.896 0.0069
C -1.604 3.349 0.931 0.0149
C -0.928 4.452 1.457 0.0018
C -1.615 5.420 2.165 0.0013
C -2.988 5.309 2.337 0.0006
C -3.670 4.236 1.790 -0.0007
C -2.979 3.256 1.091 -0.0035
C -3.578 -0.506 -1.547 0.0196
C -4.528 0.467 -1.843 0.0021
C -5.240 0.411 -3.031 -0.0021
C -4.999 -0.616 -3.932 0.0023
C -4.044 -1.581 -3.648 0.0022
C -3.335 -1.527 -2.461 0.0008
C -3.498 0.182 1.311 0.0017
C -4.886 0.213 1.368 -0.0006
C -5.528 0.585 2.542 -0.0016
C -4.790 0.920 3.664 0.0055
C -3.401 0.868 3.623 0.0074
C -2.764 0.495 2.457 -0.0247
H -1.893 -5.623 0.783 -0.0003
H -0.518 -4.638 0.307 -0.0038
H -1.838 -4.886 -0.811 0.0006
H -2.770 -4.233 3.152 0.0004
H -3.399 -2.593 3.109 -0.0006
H -1.674 -2.864 3.228 0.0030
H -4.682 -4.331 0.707 0.0000
H -4.379 -3.450 -0.779 0.0001
H -4.945 -2.602 0.658 -0.0023
H 0.588 1.646 3.752 0.0009
H 0.676 3.396 3.596 -0.0012
H 2.041 2.498 4.247 0.0003
H 3.168 0.156 2.541 0.0138
H 4.244 1.512 2.269 -0.0001
H 3.632 0.616 0.901 -0.0245
H 2.439 4.703 1.713 0.0000
H 2.181 4.073 0.088 -0.0012
H 3.694 3.776 0.919 0.0005
H 1.495 1.852 -1.952 0.0576
H 2.117 3.071 -3.999 0.0001
H 0.808 5.042 -4.712 0.0001
H -1.126 5.787 -3.373 0.0001
H -1.731 4.602 -1.314 0.0009
H 0.130 4.571 1.296 -0.0004
H -1.083 6.270 2.570 0.0002
H -3.526 6.068 2.887 0.0000
H -4.741 4.154 1.905 -0.0001
H -3.530 2.428 0.665 0.0015
H -4.708 1.288 -1.158 0.0030
H -5.978 1.167 -3.253 0.0000
H -5.556 -0.663 -4.856 0.0001
H -3.855 -2.378 -4.350 -0.0001
H -2.597 -2.284 -2.234 -0.0008
H -5.479 -0.064 0.506 0.0011
H -6.608 0.604 2.577 0.0002
H -5.294 1.209 4.575 0.0001
H -2.823 1.116 4.500 0.0003
H -1.679 0.443 2.434 -0.0021
C 3.689 -1.706 -2.535 -0.0033
C 3.570 -0.406 -1.805 0.0305
O 2.473 0.015 -1.448 0.1663
C 4.806 0.369 -1.519 0.0122
C 6.039 -0.272 -1.419 0.0007
C 7.174 0.455 -1.098 -0.0002
C 7.086 1.825 -0.909 0.0007
C 5.863 2.472 -1.027 0.0006
C 4.723 1.746 -1.319 0.0038
H 2.749 -1.935 -3.032 -0.0004
H 3.871 -2.496 -1.807 0.0004
H 4.517 -1.697 -3.239 0.0007
H 6.111 -1.338 -1.573 -0.0001
H 8.126 -0.045 -1.003 0.0001
H 7.975 2.392 -0.673 0.0000
H 5.802 3.542 -0.891 0.0000
H 3.763 2.236 -1.394 0.0020
C 1.378 -4.632 2.028 0.0097
Si 1.813 -2.896 1.472 -0.0294
C 3.684 -2.759 1.317 0.0007
C 1.204 -1.806 2.893 0.1333
N 1.079 -2.261 0.005 -0.0922
C 1.077 -2.907 -1.231 -0.0268
C 1.794 -4.092 -1.434 0.0053
C 1.821 -4.703 -2.674 -0.0004
C 1.134 -4.154 -3.747 0.0048
C 0.422 -2.976 -3.557 0.0046
C 0.395 -2.357 -2.319 0.0618
H 1.994 -4.834 2.905 0.0009
H 1.571 -5.419 1.308 0.0002
H 0.336 -4.709 2.333 -0.0004
H 4.164 -2.940 2.277 0.0007
H 3.990 -1.770 0.977 -0.0027
H 4.082 -3.494 0.618 -0.0012
H 1.881 -1.951 3.737 0.0044
H 0.217 -2.140 3.200 0.0301
H 1.142 -0.721 2.755 -0.0599
H 2.349 -4.536 -0.623 0.0011
H 2.385 -5.615 -2.801 -0.0004
H 1.154 -4.633 -4.713 0.0005
H -0.118 -2.527 -4.380 0.0005
H -0.160 -1.428 -2.207 0.0730
```

**LUMO energy (alpha / beta)**: -2.83 / -3.71 eV
**Molar mass**: 1031.5 g/mol
**Multiplicity**: 5
**Net charge**: +1
**⟨S²⟩**: 6.02
**Highest occupied orbital energy (alpha / beta)**: -9.9 / -9.9 eV

Below is the molecule C9H19NSi2, with properties calculated with wB97M-V/def2-TZVPD.

The geometry in XYZ format:
```
31
Properties=species:S:1:pos:R:3:nbo_charge:R:1
C 0.000 -1.536 1.020 -0.3946
N 0.000 -0.243 0.403 -0.3260
C 1.121 0.474 0.102 -0.2902
Si 2.881 -0.098 0.393 1.3369
C 4.052 1.384 0.194 -1.0833
C 3.386 -1.450 -0.856 -1.0834
C 0.698 1.685 -0.422 -0.2707
C -0.695 1.685 -0.422 -0.2849
C -1.120 0.474 0.101 -0.2809
Si -2.880 -0.097 0.393 1.3357
C -3.386 -1.450 -0.855 -1.0834
C -4.053 1.382 0.193 -1.0832
H 0.001 -1.450 2.110 0.2061
H -0.887 -2.090 0.719 0.2100
H 0.886 -2.091 0.717 0.2100
H 3.017 -0.642 1.762 -0.1949
H 4.046 1.760 -0.824 0.2362
H 3.768 2.200 0.850 0.2409
H 5.073 1.106 0.435 0.2380
H 3.292 -1.093 -1.878 0.2383
H 4.419 -1.749 -0.708 0.2345
H 2.774 -2.343 -0.769 0.2295
H 1.340 2.472 -0.764 0.2176
H -1.337 2.474 -0.765 0.2191
H -3.014 -0.639 1.763 -0.1949
H -3.290 -1.095 -1.877 0.2383
H -2.777 -2.345 -0.764 0.2295
H -4.420 -1.746 -0.707 0.2345
H -4.046 1.761 -0.825 0.2362
H -5.075 1.102 0.430 0.2380
H -3.775 2.199 0.851 0.2409
```

**LUMO energy**: 0.88 eV
**Molar mass**: 197.4 g/mol
**Structure (SMILES)**: Cn1c([SiH](C)C)ccc1[SiH](C)C
**Net charge**: 0
**Highest occupied orbital energy**: -8.1 eV

Below is a structure of composition C18H30Br2N4O6PYb at a distorted geometry, with properties calculated with wB97M-V/def2-TZVPD.

The geometry in XYZ format:
```
62
Properties=species:S:1:pos:R:3:nbo_charge:R:1
Yb -0.409 -0.059 0.220 1.9369
N -1.187 1.774 1.940 -0.8761
C -1.830 1.312 3.201 -0.2068
C -2.865 0.237 2.892 -0.5307
C -2.256 -0.727 1.911 0.8018
O -1.024 -1.019 2.046 -0.7615
O -2.882 -1.062 0.872 -0.7303
H -0.425 2.405 2.184 0.3995
H -1.837 2.353 1.410 0.3973
H -2.290 2.142 3.741 0.2185
H -1.049 0.896 3.835 0.2089
H -3.774 0.651 2.455 0.2407
H -3.147 -0.290 3.806 0.2706
Br 3.652 -0.158 -3.354 0.0781
C 3.781 -0.147 -1.466 -0.1665
C 5.075 -0.040 -0.904 -0.2332
C 5.236 0.037 0.447 -0.0920
Br 6.969 0.170 1.161 0.1342
C 4.099 0.029 1.304 -0.0353
C 4.159 0.111 2.712 -0.1025
C 3.006 0.097 3.446 -0.2551
C 1.777 0.022 2.775 0.1051
N 1.679 -0.044 1.462 -0.5484
C 2.824 -0.068 0.719 0.0911
C 2.648 -0.192 -0.692 0.3341
O 1.405 -0.326 -1.166 -0.8723
H 5.933 -0.018 -1.559 0.2594
H 5.123 0.177 3.197 0.2542
H 3.025 0.143 4.524 0.2488
H 0.846 -0.004 3.324 0.2161
C 1.193 2.915 -0.526 -0.6403
C -0.131 3.156 -1.202 -0.0621
O -1.077 2.106 -0.887 -0.6053
C -2.303 2.298 -1.636 -0.0613
C -3.493 1.765 -0.880 -0.6449
H 1.817 3.803 -0.630 0.2597
H 1.728 2.081 -0.973 0.2278
H 1.080 2.744 0.549 0.1998
H -0.013 3.195 -2.289 0.1983
H -0.574 4.103 -0.877 0.1907
H -2.186 1.810 -2.607 0.1976
H -2.416 3.372 -1.804 0.1973
H -3.395 0.707 -0.640 0.2303
H -4.382 1.881 -1.501 0.2489
H -3.674 2.330 0.036 0.2027
N -2.946 -3.534 -0.247 -0.6969
C -2.652 -3.184 -1.667 -0.6068
P -1.159 -2.118 -1.649 2.1563
O -0.366 -2.493 -0.424 -1.1199
O -1.505 -0.649 -1.660 -1.1213
C -0.165 -2.516 -3.133 -0.6087
N 1.250 -2.384 -2.698 -0.7177
H -2.148 -4.029 0.165 0.4526
H -3.787 -4.108 -0.163 0.4432
H -3.041 -2.626 0.310 0.4883
H -3.513 -2.663 -2.083 0.2707
H -2.484 -4.107 -2.221 0.2537
H -0.358 -1.772 -3.904 0.2692
H -0.338 -3.512 -3.538 0.2508
H 1.903 -2.360 -3.484 0.4458
H 1.512 -3.147 -2.070 0.4370
H 1.359 -1.464 -2.110 0.4800
```

**LUMO energy (alpha / beta)**: -5.24 / -5.26 eV
**Molar mass**: 762.3 g/mol
**Multiplicity**: 2
**Net charge**: +2
**⟨S²⟩**: 0.75
**Highest occupied orbital energy (alpha / beta)**: -13.1 / -13.1 eV

Below is a structure of composition C27H69N3O11Si2 at a distorted geometry, with properties calculated with wB97M-V/def2-TZVPD.

The geometry in XYZ format:
```
112
Properties=species:S:1:pos:R:3:lowdin_charge:R:1
C -1.515 -3.670 -0.472 -0.0616
C -2.415 -3.246 -1.310 -0.2375
Si -2.125 -2.456 -2.985 0.4845
C -1.273 -0.776 -2.876 -0.2665
C -1.868 0.051 -1.736 -0.2633
C -0.897 1.062 -1.168 -0.2006
C -0.014 0.434 -0.122 -0.2176
N 1.160 1.261 0.174 0.0102
C 2.148 0.539 0.823 -0.5753
N 2.068 0.343 2.059 0.1485
N 3.208 0.059 -0.018 0.0985
O -1.369 -3.470 -4.083 -0.4491
Si 0.226 -3.869 -3.805 0.5294
H -0.468 -3.442 -0.525 0.0351
H -1.827 -4.322 0.322 0.0452
H -3.438 -3.353 -0.994 0.0511
H -3.463 -2.193 -3.560 0.0095
H -0.193 -0.855 -2.816 0.0645
H -1.525 -0.282 -3.804 0.0723
H -2.231 -0.583 -0.931 0.0882
H -2.727 0.599 -2.092 0.0996
H -1.411 1.902 -0.720 0.1098
H -0.250 1.487 -1.928 0.1115
H -0.558 0.233 0.787 0.0922
H 0.302 -0.530 -0.532 0.1150
H 1.552 1.595 -0.701 0.1071
H 2.854 -0.196 2.405 0.0431
H 3.635 -0.755 0.400 0.0703
H 3.908 0.794 -0.068 0.0775
H 0.682 -3.350 -2.500 -0.0596
H 0.319 -5.343 -3.749 -0.0626
H 1.061 -3.360 -4.906 -0.0629
C -5.232 6.322 -0.360 -0.1109
O -5.875 5.689 -1.452 -0.1897
C -4.972 5.054 -2.343 -0.2061
C -4.949 3.556 -2.139 -0.2070
O -4.387 3.207 -0.882 -0.2011
C -5.365 2.845 0.077 -0.1082
H -6.002 6.631 0.344 0.0885
H -4.540 5.646 0.148 0.0835
H -4.690 7.212 -0.698 0.0883
H -3.965 5.466 -2.233 0.1260
H -5.316 5.266 -3.360 0.1254
H -4.318 3.106 -2.912 0.1225
H -5.956 3.141 -2.242 0.1268
H -5.807 1.874 -0.173 0.0887
H -6.154 3.598 0.151 0.0843
H -4.867 2.763 1.042 0.0886
C -2.110 -1.051 2.799 -0.1052
O -2.673 -2.340 2.620 -0.1995
C -2.343 -3.240 3.667 -0.2027
C -3.500 -3.429 4.620 -0.2001
O -3.771 -2.245 5.359 -0.1874
C -4.898 -1.538 4.877 -0.1106
H -2.549 -0.392 2.049 0.0831
H -2.328 -0.650 3.791 0.0881
H -1.025 -1.079 2.648 0.0809
H -1.452 -2.900 4.204 0.1279
H -2.112 -4.205 3.202 0.1181
H -3.235 -4.207 5.345 0.1273
H -4.388 -3.763 4.077 0.1106
H -5.820 -2.083 5.105 0.0870
H -4.834 -1.364 3.800 0.0837
H -4.927 -0.575 5.386 0.0877
C 3.752 5.362 1.608 -0.1047
O 5.030 5.867 1.258 -0.1888
C 6.041 4.871 1.245 -0.2030
C 6.384 4.444 -0.164 -0.2038
O 5.305 3.751 -0.776 -0.2001
C 4.585 4.548 -1.701 -0.1068
H 3.025 6.153 1.429 0.0892
H 3.481 4.492 1.004 0.0796
H 3.723 5.093 2.668 0.0900
H 5.738 4.005 1.841 0.1265
H 6.932 5.307 1.708 0.1271
H 7.230 3.751 -0.126 0.1036
H 6.681 5.308 -0.766 0.1296
H 5.184 4.727 -2.600 0.0889
H 4.288 5.503 -1.263 0.0863
H 3.688 3.999 -1.984 0.0849
C 11.081 0.308 -3.491 -0.1113
O 9.758 0.814 -3.538 -0.1883
C 9.055 0.658 -2.314 -0.2029
C 8.986 1.957 -1.544 -0.2154
O 10.265 2.357 -1.075 -0.1879
C 10.841 3.398 -1.844 -0.1085
H 11.586 0.619 -4.404 0.0885
H 11.632 0.699 -2.632 0.0837
H 11.072 -0.786 -3.451 0.0883
H 9.513 -0.123 -1.701 0.1267
H 8.037 0.342 -2.564 0.1263
H 8.353 1.809 -0.663 0.1173
H 8.535 2.743 -2.157 0.1250
H 10.309 4.340 -1.676 0.0863
H 10.835 3.161 -2.911 0.0848
H 11.873 3.518 -1.518 0.0890
C -8.015 -6.300 0.698 -0.1105
O -6.958 -7.243 0.692 -0.1884
C -5.675 -6.645 0.588 -0.2039
C -4.966 -6.614 1.923 -0.1996
O -5.607 -5.735 2.836 -0.2073
C -6.388 -6.413 3.805 -0.1066
H -8.932 -6.833 0.947 0.0885
H -7.851 -5.515 1.441 0.0831
H -8.131 -5.847 -0.292 0.0888
H -5.751 -5.634 0.175 0.1244
H -5.089 -7.253 -0.109 0.1267
H -3.949 -6.237 1.771 0.1190
H -4.895 -7.622 2.341 0.1276
H -5.743 -6.940 4.517 0.0897
H -7.077 -7.123 3.341 0.0847
H -6.967 -5.666 4.346 0.0885
```

**LUMO energy**: 0.49 eV
**Molar mass**: 668.0 g/mol
**Net charge**: 0
**Highest occupied orbital energy**: -9.1 eV